C5H7N3O2 | ωB97M-V with the def2-TZVPD basis set

Its SMILES is [H]/N=C/[C@@H](N=O)[C@H](C#N)OC. For the lowest unoccupied orbital energy (spin up / spin down), the calculation gives -0.0300 / -0.0301 Ha. For the energy relative to the best compared isomer or geometry (same formula, charge and spin), the calculation gives 156.7 kcal/mol.

Geometry as ORCA input:
```
! RIJCOSX wB97M-V def2-TZVPD def2/J DEFGRID3
* xyz 0 1
H -0.84 -2.59 -1.02
N -0.21 -1.76 -0.65
C 0.04 -1.45 0.53
C 0.95 -0.27 0.71
N 2.20 -0.54 0.12
O 2.04 -0.95 -1.05
C 0.36 1.12 -0.23
C 1.23 2.12 0.07
N 2.01 2.92 0.26
O -0.88 1.53 0.08
C -1.87 0.58 -0.26
H -0.21 -2.05 1.49
H 1.20 -0.05 1.80
H 0.35 0.53 -1.15
H -1.58 -0.10 -1.05
H -2.79 1.15 -0.33
H -2.02 -0.17 0.67
*
```

***

C5H14NOS | ωB97M-V with the def2-TZVPD basis set

For the lowest unoccupied orbital energy, the calculation gives 0.1284 Ha. For the energy relative to the best compared isomer or geometry (same formula, charge and spin), the calculation gives 32.6 kcal/mol.

Geometry as ORCA input:
```
! RIJCOSX wB97M-V def2-TZVPD def2/J DEFGRID3
* xyz -1 1
C -0.46 0.76 1.09
C -0.54 0.04 2.47
S 0.37 -1.50 2.83
C -0.14 -0.25 -0.08
N -0.10 0.30 -1.46
C -0.96 1.45 -1.68
C 1.16 0.56 -2.16
H 0.33 1.52 1.10
H -1.44 1.22 0.97
H -0.35 0.73 3.31
H -1.61 -0.23 2.55
H -1.00 -0.94 -0.10
H 0.71 -0.92 0.00
H -1.26 1.63 -2.72
H -0.52 2.39 -1.29
H -1.88 1.42 -1.05
H 1.67 1.52 -1.97
H 1.87 -0.24 -1.89
H 0.84 0.38 -3.18
H 0.51 -3.69 1.35
H 1.50 -2.61 1.06
O 1.30 -3.54 0.84
*
```

***

C5H8N2 | ωB97M-V with the def2-TZVPD basis set

Its SMILES is Cn1ccc(N)c1. For the lowest unoccupied orbital energy, the calculation gives 0.0368 Ha. For the energy relative to the best compared isomer or geometry (same formula, charge and spin), the calculation gives 12.0 kcal/mol.

Geometry as ORCA input:
```
! RIJCOSX wB97M-V def2-TZVPD def2/J DEFGRID3
* xyz 0 1
C 2.30 0.23 -0.03
N 0.89 -0.07 0.12
C 0.36 -1.32 0.23
C -1.01 -1.20 0.25
C -1.33 0.17 0.08
N -2.65 0.66 -0.06
C -0.13 0.86 0.04
H 2.86 -0.69 0.13
H 2.53 0.62 -1.03
H 2.61 0.97 0.72
H 0.99 -2.20 0.26
H -1.75 -1.98 0.35
H -3.08 0.33 -0.93
H -2.67 1.68 -0.07
H 0.09 1.91 -0.10
*
```

***

C4H12FN2OP | ωB97M-V with the def2-TZVPD basis set

For the lowest unoccupied orbital energy (spin up / spin down), the calculation gives -0.0705 / -0.0705 Ha. For the energy relative to the best compared isomer or geometry (same formula, charge and spin), the calculation gives 92.2 kcal/mol.

Geometry as ORCA input:
```
! RIJCOSX wB97M-V def2-TZVPD def2/J DEFGRID3
* xyz 0 1
C 1.45 0.93 -0.50
C 2.40 -1.53 -0.90
C -1.50 0.75 1.27
C -2.34 -0.96 -0.28
N 1.32 -0.51 -0.50
N -1.26 -0.20 0.27
O 0.02 -2.58 0.40
F 1.25 1.00 2.40
P 0.13 -1.09 0.45
H 0.51 1.37 -0.96
H 1.66 1.30 0.49
H 2.40 1.20 -0.98
H 2.91 -1.18 -1.82
H 3.14 -1.73 -0.10
H 1.87 -2.47 -1.16
H -0.59 1.07 1.82
H -1.71 1.69 0.80
H -2.33 0.40 2.01
H -2.82 -1.46 0.57
H -3.11 -0.17 -0.59
H -1.81 -1.56 -1.02
*
```

***

What is the energy relative to the best compared isomer or geometry (same formula, charge and spin) in the second record? 32.6 kcal/mol

***

The lowest energy relative to the best compared isomer or geometry (same formula, charge and spin) belongs to which entry? C5H8N2